Record 1
Below is 8 unconnected molecules or ions with the total composition C38H42O21, with properties calculated with ωB97M-V/def2-TZVPD.

Calculated values
Max |F| = 4.74 eV/Å
Total energy = -83079.3842 eV
LUMO = -2.16 eV
Orbital gap = 8.00 eV
HOMO = -10.162 eV

```
101
Properties=species:S:1:pos:R:3:forces:R:3
C 2.336852 1.500138 -4.027849 1.03 0.21 0.24
C 2.106292 0.581358 -4.980469 -0.17 0.22 0.45
C 2.829702 -0.745462 -5.102059 0.16 2.20 0.27
O 2.600162 -1.566422 -5.938439 -0.66 -1.05 -0.89
C 3.932362 -0.860872 -4.166529 1.03 2.09 1.64
C 4.214722 0.150838 -3.291969 1.34 -2.60 -0.37
C 3.566422 1.426568 -3.109389 -1.31 2.20 1.23
O 3.968022 2.298668 -2.290679 -1.36 -2.65 -2.76
H 1.668752 2.348198 -3.998989 0.21 0.33 0.17
H 1.318632 0.856308 -5.666329 -0.24 -0.67 -0.18
H 4.671112 -1.646582 -4.224029 -0.43 -0.49 -0.12
H 5.040372 -0.068622 -2.631259 0.29 0.47 0.13
C -5.848128 0.807818 5.472761 -0.40 -0.48 0.20
C -6.111698 1.962258 4.852421 -0.85 0.19 1.25
C -5.379188 2.549938 3.719731 -0.88 1.52 -0.65
O -5.596608 3.672648 3.246471 0.17 -1.58 0.99
C -4.428918 1.640538 3.163571 1.97 -3.30 0.84
C -4.180838 0.407768 3.752151 0.18 1.95 -1.60
C -4.859598 -0.162282 4.959761 0.16 0.76 -1.52
O -4.675078 -1.311422 5.292801 -0.22 0.53 0.42
H -6.487118 0.471728 6.275971 -0.01 0.05 0.20
H -6.957188 2.503478 5.250691 0.00 0.44 -0.14
H -3.806428 1.910098 2.323191 -0.19 0.24 -0.23
H -3.449028 -0.207082 3.249331 0.14 -0.27 0.18
C -0.406488 3.404868 3.437761 1.30 1.46 4.32
C -0.344348 4.166478 4.616271 2.05 -3.41 -2.53
C -1.249898 5.186638 5.015651 -1.77 -0.55 -1.53
O -1.178718 5.786128 6.046681 0.07 0.89 0.99
C -2.380128 5.269868 4.047351 -0.09 1.52 0.16
C -2.409488 4.617918 2.899731 -1.24 0.01 -1.06
C -1.405418 3.652038 2.430911 0.23 1.70 3.72
O -1.362168 3.116268 1.391731 -0.61 -1.68 -3.98
H 0.282312 2.578628 3.341441 0.20 -0.02 -0.35
H 0.410292 3.914878 5.346761 0.23 -0.05 0.02
H -3.121358 6.041098 4.196271 -0.26 -0.07 0.38
H -3.252308 4.782508 2.244771 -0.12 0.08 -0.20
C -4.595608 3.408948 -0.449099 -0.48 -0.07 1.71
C -3.766168 4.597788 -0.840369 0.05 -0.42 -0.67
C -3.333728 4.726818 -2.298899 1.33 -2.22 0.47
O -3.697758 5.978258 -2.692109 -0.97 2.48 -0.39
C -4.569748 6.514838 -1.794129 -0.83 0.49 -0.14
O -5.282148 7.466708 -1.992449 1.29 -1.26 0.44
O -4.539838 5.762728 -0.657779 -0.93 1.34 -0.27
H -5.608828 3.289828 -0.832879 0.33 0.22 -0.96
H -4.837948 3.668138 0.581521 0.01 -0.36 0.49
H -4.078378 2.450808 -0.398759 0.20 0.15 -0.38
H -2.911228 4.688528 -0.170339 0.09 -0.24 -0.06
H -3.778258 4.004118 -2.983149 -0.09 -0.25 0.20
H -2.250768 4.604018 -2.313189 0.06 0.08 -0.45
C 2.599102 -5.532932 -4.379819 -0.71 1.09 0.24
C 2.058562 -4.445532 -3.443229 1.03 -0.03 -1.04
C 0.588152 -4.167532 -3.369489 -0.40 -0.23 -0.93
O 0.296592 -4.235792 -1.999619 -2.66 0.61 0.81
C 1.282762 -4.573832 -1.252749 3.04 -1.35 2.52
O 1.294732 -4.726492 -0.017719 0.02 0.61 -3.96
O 2.389502 -4.796092 -2.099679 -0.53 0.41 1.66
H 1.894362 -6.362602 -4.435459 0.63 -0.46 0.19
H 3.611982 -5.675562 -4.003199 -0.15 -0.91 -0.11
H 2.716592 -5.102882 -5.374479 -0.17 -0.04 -0.10
H 2.555462 -3.557032 -3.832799 0.38 0.46 0.97
H 0.046532 -4.957702 -3.889469 -0.40 0.19 0.01
H 0.293932 -3.169422 -3.693999 0.03 -0.19 -0.30
C 5.714222 -4.350142 0.130971 -0.70 -0.54 -0.69
C 5.845492 -2.903992 -0.331619 1.50 -0.44 0.42
C 5.405262 -2.659812 -1.779279 0.09 -1.96 0.33
O 4.060852 -2.273682 -1.566349 -0.10 0.13 -1.47
C 3.886242 -1.806782 -0.364249 -1.92 2.41 2.56
O 2.831682 -1.238212 -0.039149 3.24 -1.84 -0.27
O 5.047582 -1.969602 0.400361 -2.23 -0.05 -0.91
H 6.309342 -4.984462 -0.525969 0.58 0.20 0.03
H 4.732752 -4.783262 -0.061939 -0.46 0.34 0.40
H 6.023432 -4.537832 1.159211 -0.10 0.30 -0.07
H 6.885172 -2.674662 -0.098059 -0.02 0.60 -0.43
H 5.308222 -3.603262 -2.316479 0.35 -0.10 -0.03
H 6.008272 -2.002752 -2.405969 -0.25 0.56 0.40
C 1.289612 -3.469862 4.019681 -1.31 0.60 -0.70
C 1.613292 -2.744072 2.673531 0.25 0.21 2.08
C 0.398772 -2.178822 1.921151 1.21 0.19 -0.66
O 0.627082 -0.702172 1.950351 -2.51 -2.02 -0.60
C 1.760702 -0.406272 2.522271 2.67 1.55 0.33
O 2.206832 0.743488 2.561681 -1.00 -3.04 0.43
O 2.376342 -1.543802 2.996811 -0.15 0.77 -0.53
H 0.471132 -4.147382 3.776491 0.16 -0.53 0.04
H 0.809512 -2.783162 4.716851 0.16 0.38 -0.03
H 2.052022 -3.997162 4.593081 0.35 0.12 -0.67
H 2.186422 -3.432262 2.052231 0.17 0.43 -0.18
H -0.570168 -2.553102 2.251581 -0.07 0.86 0.64
H 0.470832 -2.535542 0.893691 0.07 0.50 -0.15
C -2.016188 -0.253662 -0.157709 0.88 -1.08 0.45
C -0.790418 0.308868 -0.881139 -0.71 -0.13 1.92
C 0.131352 -0.714582 -1.514079 0.45 0.39 -0.84
O -0.095278 -0.491712 -2.901249 -0.05 -0.80 -1.80
C -0.908288 0.539478 -3.162889 -0.47 -0.12 -0.58
O -1.241978 0.893708 -4.280049 0.63 -0.31 2.36
O -1.303378 1.034168 -1.964619 -0.28 1.67 -1.73
H -1.662208 -0.794532 0.719931 0.13 -0.35 -0.06
H -2.454548 -0.969922 -0.852629 -0.47 -0.02 0.18
H -2.762488 0.405888 0.285161 0.21 0.57 -0.73
H -0.189608 0.913198 -0.201499 -0.27 0.50 -0.20
H -0.078768 -1.765612 -1.315859 0.01 0.11 0.28
H 1.187172 -0.461722 -1.417159 -0.14 -0.37 0.78
```
Positions in Å, forces in eV/Å.

Mulliken population analysis, charges in e, atoms 1 to 4: atom 1 (C): -0.3423, atom 2 (C): -0.5260, atom 3 (C): 0.4369, atom 4 (O): -0.5956

=====

Record 2
Below is a molecular structure, C38H43AuN3P2SSi2, with properties calculated with ωB97M-V/def2-TZVPD.

Calculated values
Max |F| = 0.58 eV/Å
Total energy = -93431.6677 eV
LUMO (spin up / spin down) = -1.95 / -4.20 eV
Orbital gap (spin up / spin down) = 8.53 / 7.00 eV
HOMO (spin up / spin down) = -10.484 / -11.206 eV
2S+1 = 3
Charge = +1

```
90
Properties=species:S:1:pos:R:3:forces:R:3
Au -0.913098 -0.122991 0.755319 0.01 0.12 0.17
C 0.061442 4.812645 0.420028 0.14 0.13 -0.10
Si -0.785658 3.352387 1.203871 -0.09 -0.16 -0.03
C -2.628241 3.636547 1.204464 -0.17 0.07 0.04
C -0.137382 3.108835 2.942372 0.04 -0.03 0.17
N -0.521757 1.912946 0.233306 0.41 -0.09 0.01
P 0.664079 1.528616 -0.775809 0.23 0.27 -0.14
C 1.176525 -0.160497 -0.644734 -0.58 -0.02 -0.04
P 0.538582 -1.793361 -0.893165 0.21 -0.20 0.01
N -0.587198 -2.142374 0.190460 0.29 0.02 -0.26
Si -1.307689 -3.646472 0.723482 -0.03 0.24 0.14
C -0.091725 -4.577975 1.771750 0.15 -0.12 0.13
C -2.780846 -3.146774 1.734938 -0.16 0.04 0.13
C -1.846747 -4.663664 -0.735385 -0.03 -0.13 -0.18
C -0.070284 -1.798414 -2.585373 -0.07 0.03 -0.10
C -1.393730 -1.416747 -2.816672 0.08 -0.06 -0.05
C -1.877503 -1.355857 -4.114459 0.00 0.00 0.03
C -1.049665 -1.688035 -5.179902 -0.04 0.01 -0.01
C 0.265761 -2.067322 -4.954548 0.04 -0.01 0.03
C 0.762460 -2.111390 -3.660244 -0.04 0.05 0.01
C 1.952173 -2.904601 -0.818814 0.05 -0.01 0.10
C 1.885844 -4.184740 -1.371158 -0.06 0.05 -0.01
C 2.927343 -5.079998 -1.181665 -0.01 0.02 0.00
C 4.037773 -4.704597 -0.436562 0.01 0.02 0.01
C 4.111392 -3.433041 0.116835 -0.02 -0.01 -0.01
C 3.070710 -2.535555 -0.071371 -0.01 -0.01 -0.06
C 2.170075 2.485434 -0.506130 0.03 0.00 0.06
C 2.867945 2.264439 0.685601 -0.05 -0.01 -0.06
C 3.994699 3.011544 0.984700 -0.03 0.00 -0.02
C 4.430531 3.987655 0.095476 -0.01 0.02 -0.01
C 3.742126 4.213990 -1.087394 -0.04 -0.03 0.00
C 2.610389 3.466587 -1.390411 0.01 -0.07 0.02
C 0.164922 1.754923 -2.487968 0.05 -0.02 -0.08
C 0.971878 1.300289 -3.533461 -0.05 0.07 0.03
C 0.579553 1.512838 -4.844890 0.01 0.00 0.06
C -0.611742 2.179094 -5.112563 0.01 0.00 -0.02
C -1.414677 2.628417 -4.075526 -0.01 0.00 0.05
C -1.030390 2.413854 -2.757776 -0.01 -0.04 -0.01
H -0.418117 5.733925 0.767310 0.05 -0.06 -0.01
H -0.012113 4.794058 -0.672976 -0.01 0.05 0.09
H 1.120073 4.859749 0.691702 -0.07 0.03 -0.07
H -2.980433 3.980825 2.181965 0.00 -0.02 -0.09
H -3.162897 2.718244 0.951839 -0.03 0.01 0.05
H -2.905664 4.394682 0.465957 0.00 -0.07 0.03
H -0.954174 3.002465 3.663232 0.09 -0.01 -0.04
H 0.471035 3.964577 3.250207 -0.05 -0.05 -0.01
H 0.488095 2.213747 3.008826 -0.02 0.09 0.01
H 0.219798 -3.954774 2.616636 0.01 -0.08 -0.03
H 0.802276 -4.856603 1.205141 -0.05 0.02 0.07
H -0.535053 -5.494655 2.175046 0.05 0.08 -0.03
H -2.474818 -2.526246 2.584826 -0.05 -0.04 -0.08
H -3.307250 -4.022790 2.128910 0.04 0.10 -0.03
H -3.489003 -2.572878 1.128064 0.03 -0.03 0.07
H -1.011219 -5.178021 -1.219467 -0.08 0.04 0.01
H -2.344941 -4.040015 -1.483095 0.00 -0.07 0.02
H -2.555772 -5.431849 -0.409623 0.06 0.04 -0.04
H -2.036552 -1.173976 -1.978736 0.00 0.00 0.00
H -2.902434 -1.056053 -4.295017 0.04 -0.01 0.01
H -1.433000 -1.650782 -6.192089 0.00 0.00 0.02
H 0.907551 -2.326109 -5.787408 -0.01 0.01 0.02
H 1.795410 -2.385627 -3.488355 0.00 -0.03 0.00
H 1.020526 -4.481250 -1.952749 0.03 0.01 -0.01
H 2.874067 -6.070163 -1.616196 -0.01 0.03 0.01
H 4.850136 -5.404954 -0.289449 -0.02 0.02 -0.01
H 4.981253 -3.140758 0.691259 -0.03 0.00 -0.01
H 3.132036 -1.538349 0.351256 0.00 -0.01 0.00
H 2.519017 1.507532 1.381408 0.01 0.01 0.00
H 4.533094 2.838883 1.907885 -0.02 0.00 -0.02
H 5.309329 4.575570 0.329038 -0.02 -0.02 -0.01
H 4.083139 4.976861 -1.775291 -0.02 -0.02 0.01
H 2.068261 3.655332 -2.308622 0.01 -0.01 -0.01
H 1.901029 0.783957 -3.316528 -0.02 0.01 -0.02
H 1.198948 1.159708 -5.659555 -0.01 0.01 0.02
H -0.914703 2.346419 -6.138542 0.01 0.00 0.01
H -2.341234 3.145085 -4.291111 0.02 -0.01 0.01
H -1.655768 2.740584 -1.934947 0.02 0.01 -0.03
S 0.092187 -0.298231 5.502713 0.06 -0.08 0.07
C 0.154333 -0.542171 3.805005 0.02 0.11 -0.10
N -0.881332 -0.156669 3.133914 -0.40 -0.17 0.24
C -1.865731 0.342411 3.985732 0.12 -0.08 -0.15
C -3.123233 0.799741 3.593049 0.00 0.01 -0.08
C -3.978181 1.280122 4.559335 -0.02 0.01 -0.02
C -3.599784 1.302546 5.910258 0.01 -0.01 0.02
C -2.366797 0.835963 6.314389 -0.01 0.02 0.01
C -1.502638 0.351686 5.332720 0.03 0.03 0.05
H 1.028724 -0.977002 3.333992 -0.06 0.03 0.04
H -3.406331 0.766127 2.547613 0.00 0.02 0.01
H -4.957725 1.642658 4.275092 0.03 -0.01 0.02
H -4.290280 1.683977 6.650593 0.00 0.00 -0.02
H -2.081029 0.845879 7.358204 -0.01 0.00 -0.03
```
Positions in Å, forces in eV/Å.

Mulliken population analysis, charges in e, atoms 1 to 4: atom 1 (Au): 0.9554, atom 2 (C): -1.1177, atom 3 (Si): 0.3061, atom 4 (C): -1.2378

=====

Record 3
Below is a molecular structure, C38H43F13N6OPbS2, with properties calculated with ωB97M-V/def2-TZVPD.

Calculated values
Max |F| = 0.69 eV/Å
Total energy = -113337.9430 eV
LUMO = 3.71 eV
Orbital gap = 5.18 eV
HOMO = -1.471 eV
ΔE to the lowest compared entry with this formula, charge and spin = 105.5 kJ/mol
Charge = -2

```
104
Properties=species:S:1:pos:R:3:forces:R:3
Pb -1.496179 0.172286 0.430108 -0.38 0.47 -0.33
C -4.395128 1.831229 -1.081030 0.05 -0.03 -0.10
N -3.924994 1.731142 0.289866 0.10 -0.10 0.14
C -3.690253 3.068569 0.827077 0.12 0.11 -0.01
C -2.927625 3.151668 2.143984 -0.06 -0.08 -0.08
N -1.560487 2.720082 1.972464 -0.05 -0.18 -0.18
C -0.701593 3.019333 2.941868 0.00 -0.02 0.06
C 0.692418 2.797122 2.734629 0.02 -0.04 -0.17
F 1.076857 2.278830 1.546807 -0.02 -0.01 -0.05
C 1.679484 3.116308 3.630795 0.06 -0.05 -0.06
F 2.972561 2.910933 3.312105 -0.05 -0.01 0.02
C 1.369472 3.681589 4.857907 0.01 0.06 0.06
F 2.340013 4.008422 5.747539 -0.02 0.00 -0.02
C 0.038346 3.908687 5.131508 -0.02 0.01 0.07
F -0.303732 4.458646 6.319340 0.00 -0.04 -0.05
C -0.952568 3.585259 4.224571 -0.05 0.07 -0.01
F -2.233319 3.824502 4.633461 0.12 -0.01 0.15
C -4.824087 0.918907 1.101329 -0.12 -0.01 -0.13
C -4.612970 -0.568904 0.842190 -0.13 -0.22 0.18
N -3.341145 -1.094857 1.285306 0.37 0.35 0.06
C -3.238432 -1.781387 2.446407 -0.06 -0.27 0.08
C -2.223830 -2.767345 2.543625 -0.04 -0.05 -0.11
F -1.478507 -3.021231 1.451628 -0.01 -0.08 0.00
C -1.987593 -3.530532 3.659384 0.11 -0.12 0.01
F -1.024775 -4.472292 3.642982 -0.06 0.10 0.00
C -2.773417 -3.384443 4.791047 -0.02 0.01 0.03
F -2.546977 -4.125968 5.895815 -0.03 0.02 -0.06
C -3.798573 -2.466373 4.745996 0.02 -0.07 0.06
F -4.582799 -2.297008 5.829970 0.00 0.00 -0.03
C -4.027983 -1.702232 3.614565 0.07 0.06 -0.18
F -5.043320 -0.808500 3.704726 -0.03 0.13 -0.11
H -5.346940 2.393219 -1.135270 0.02 -0.02 0.01
H -3.646041 2.341173 -1.687998 -0.03 -0.03 0.03
H -4.551121 0.840802 -1.506927 0.01 0.04 -0.01
H -3.087413 3.594589 0.081779 -0.04 0.06 -0.02
H -4.653660 3.607563 0.926426 0.01 -0.03 0.01
H -2.981187 4.207955 2.450177 -0.10 -0.02 -0.04
H -3.457773 2.586112 2.923199 -0.06 0.05 -0.01
H -4.636328 1.119909 2.149724 0.04 0.02 0.14
H -5.883012 1.177496 0.896420 0.07 0.07 -0.01
H -5.447207 -1.120906 1.292162 -0.01 0.02 -0.01
H -4.669953 -0.748980 -0.236488 -0.07 -0.01 -0.02
C -0.935398 -5.946401 -0.083588 0.06 -0.07 -0.02
C 0.028282 -6.475267 -1.140268 0.02 0.11 -0.01
C 1.221351 -5.547477 -1.382216 -0.06 0.10 0.00
C 0.844168 -4.179924 -1.999729 -0.04 -0.07 0.12
N 1.100259 -3.030660 -1.134213 0.03 -0.12 -0.05
C 1.805257 -1.932233 -1.443122 0.04 0.18 0.15
S 1.578642 -0.475104 -0.631383 0.13 -0.17 -0.10
N 2.774446 -1.978275 -2.419692 -0.07 -0.08 -0.16
C 3.744356 -3.050836 -2.654340 -0.04 -0.06 0.24
C 4.333428 -3.657650 -1.381450 0.06 0.17 -0.03
C 4.896540 -2.616125 -0.418620 0.02 -0.13 0.05
C 5.576814 -3.267281 0.781380 -0.02 0.04 -0.06
H -1.727523 -6.670124 0.117471 -0.01 0.03 0.00
H -1.408765 -5.017040 -0.392673 -0.05 0.12 -0.03
H -0.413429 -5.751655 0.855268 -0.01 0.01 0.03
H -0.501979 -6.627451 -2.086892 -0.01 -0.03 0.02
H 0.406719 -7.453765 -0.828133 0.01 -0.01 -0.05
H 1.936864 -6.054796 -2.036582 0.05 0.02 0.04
H 1.723471 -5.375589 -0.426869 0.04 0.01 -0.01
H -0.218003 -4.162572 -2.245527 -0.07 0.04 0.00
H 1.373225 -4.020321 -2.929600 0.03 0.06 -0.14
H 0.405343 -2.871479 -0.414121 0.02 0.08 -0.02
H 3.173220 -1.056379 -2.503385 -0.01 -0.02 0.04
H 4.550438 -2.594901 -3.232651 -0.03 0.03 -0.03
H 3.321732 -3.838339 -3.278625 -0.02 -0.04 -0.04
H 5.125297 -4.355647 -1.677713 -0.03 -0.04 0.00
H 3.570979 -4.239983 -0.866131 -0.04 -0.06 0.04
H 4.090633 -1.968849 -0.067005 0.02 0.04 -0.04
H 5.612598 -1.978037 -0.948829 -0.02 0.04 0.00
H 4.887389 -3.944015 1.290177 0.00 0.01 0.02
H 5.899887 -2.519577 1.505954 0.01 -0.01 0.00
H 6.451712 -3.846406 0.472776 0.00 -0.02 0.01
C 3.851254 6.361998 -3.942171 -0.02 -0.06 0.04
C 2.825540 5.347166 -3.507017 -0.01 0.04 0.01
C 2.000907 5.590023 -2.417621 0.01 0.00 -0.03
C 1.042218 4.670589 -1.999602 -0.10 -0.01 -0.03
C 0.139342 4.998101 -0.840173 0.02 0.02 -0.06
C 0.943196 3.460953 -2.694890 -0.01 0.01 0.01
C -0.075860 2.436503 -2.316381 0.03 0.06 0.07
O -1.236149 2.712896 -2.133719 -0.10 0.02 0.06
C 1.776486 3.184420 -3.782884 0.09 -0.09 0.03
C 1.657497 1.872452 -4.518478 0.00 0.02 0.04
C 2.698196 4.140101 -4.184990 0.02 0.00 -0.02
H 3.686474 7.319870 -3.449123 0.01 0.01 -0.01
H 3.814888 6.519987 -5.021554 0.01 0.01 0.00
H 4.860294 6.025551 -3.692408 0.00 0.01 0.00
H 2.096496 6.526662 -1.877657 0.00 -0.01 0.01
H 0.543650 5.831698 -0.265770 0.02 -0.01 0.00
H -0.000735 4.150440 -0.172656 -0.03 -0.09 0.11
H -0.852715 5.273733 -1.200664 -0.01 0.00 0.01
H 0.285279 1.398963 -2.208646 -0.07 -0.03 -0.05
H 1.866567 1.029137 -3.855288 0.00 0.00 0.00
H 2.353826 1.834720 -5.356208 0.01 0.01 0.00
H 0.647634 1.722948 -4.904494 0.01 -0.01 -0.01
H 3.334745 3.939579 -5.042037 -0.01 -0.02 0.00
S 0.907295 -0.904555 4.796106 0.19 -0.04 0.33
C 0.175514 -0.749088 3.357640 -0.24 0.05 -0.43
N -0.367461 -0.666479 2.322677 0.34 -0.09 0.54
F -1.053821 -1.331068 -2.871263 0.05 0.03 -0.02
C -1.992964 -1.413255 -1.826232 0.14 -0.15 0.09
F -2.095001 -2.809054 -1.665012 0.07 -0.08 0.03
F -3.178776 -1.132207 -2.500323 -0.15 0.11 -0.02
```
Positions in Å, forces in eV/Å.

Mulliken population analysis, charges in e, atoms 1 to 4: atom 1 (Pb): 1.7188, atom 2 (C): -1.0836, atom 3 (N): 1.4506, atom 4 (C): -1.3548